Below is an isolated molecule of C6H11NO, with properties calculated with the ωB97M-V functional and the def2-TZVPD basis.

Positions of all 19 atoms, in Å:
C -0.835 -0.609 1.674
N -0.297 0.704 1.960
C -1.152 1.743 1.492
O -1.105 2.877 2.021
C -0.819 -0.819 0.103
C 0.519 -0.314 -0.656
C 0.724 -0.385 -2.114
C 1.951 -0.287 -2.603
H -1.878 -0.884 2.072
H -0.150 -1.413 2.079
H 0.469 0.884 2.668
H -1.849 1.396 0.628
H -1.690 -0.306 -0.411
H -0.892 -1.906 0.037
H 1.439 -0.451 0.037
H 0.408 0.865 -0.572
H -0.088 -0.602 -2.729
H 2.928 -0.104 -2.031
H 2.318 -0.390 -3.657

Summary:
**LUMO**: 0.92 eV
**ΔE to the lowest compared entry with this formula, charge and spin**: 269.1 kJ/mol
**Kohn-Sham gap**: 0.377 hartree
**Strongest force on any atom**: 5.12 eV/Å
**Charge**: 0
**SMILES**: C=CCCCNC=O
**Molar mass**: 113.160 g mol⁻¹
**HOMO**: -9.3 eV